Record 1
This record from OMol25 describes a single C3H3P3 molecule at a distorted geometry. The level of theory is ωB97M-V/def2-TZVPD.

As for the SMILES: [H]/P=C1/PC1=C=P. As for the total charge: 0. The multiplicity is 1. For the energy, the calculation gives -31020.610 eV. The LUMO energy comes out at -1.00 eV. Its energy relative to the best compared isomer or geometry (same formula, charge and spin) is 64.8 kcal per mole. For the frontier orbital gap, the calculation gives 7.64 eV. The HOMO energy comes out at -8.64 eV.

Geometry as XYZ:
```
9
Properties=species:S:1:pos:R:3:forces:R:3:nbo_charge:R:1
H 1.6688 -2.1229 1.0287 -0.41 -0.48 0.19 -0.06
P 2.3953 -1.2508 0.2186 0.36 0.40 -0.14 0.51
C 1.2355 -0.0654 0.1097 1.20 -1.34 0.33 -0.72
P 1.2529 1.6873 -0.2974 -0.93 -0.15 0.71 0.48
C -0.0359 0.3177 0.4733 -0.24 1.82 -0.48 -0.23
C -1.3184 0.2516 0.4916 2.19 -0.33 -0.12 -0.33
P -2.8883 -0.0260 0.3988 -2.07 0.12 2.17 0.42
H 0.5922 1.4837 -1.5014 -0.16 0.18 -0.73 -0.04
H -2.9022 -0.2751 -0.9219 0.06 -0.22 -1.94 -0.03
```
Positions in Å, forces in eV/Å.

Record 2
This record from OMol25 describes a molecular structure, C12AuCl10O. The level of theory is ωB97M-V/def2-TZVPD.

As for the total charge: +1. The multiplicity is 1. For the energy, the calculation gives -143397.223 eV. The LUMO energy (alpha / beta) comes out at -8.00 / -8.00 eV. For the frontier orbital gap (alpha / beta), the calculation gives 3.93 / 3.93 eV. The HOMO energy (alpha / beta) comes out at -11.93 / -11.93 eV.

Geometry as XYZ:
```
24
Properties=species:S:1:pos:R:3:forces:R:3:nbo_charge:R:1
Au 2.0777 1.0340 -0.6050 -0.28 -0.95 -0.06 0.89
Cl -3.7027 3.2228 3.1806 0.34 -0.25 -0.13 0.20
C -2.3054 2.4222 2.6549 0.01 0.18 -0.11 0.03
C -1.4983 3.0083 1.6476 0.21 0.00 -0.16 -0.12
Cl -1.9923 4.4719 0.9328 0.08 0.11 -0.05 0.13
C -0.3199 2.3989 1.2640 -0.03 0.94 -0.14 -0.06
Cl 0.7294 3.1730 0.1403 -0.21 -0.03 0.27 0.14
C 0.0707 1.1164 1.7661 -0.26 -0.48 -0.16 0.33
O 1.0995 0.5045 1.3968 0.55 0.78 0.20 -0.48
C -0.8018 0.5314 2.7599 -0.57 -0.53 0.20 -0.04
Cl -0.3530 -0.9869 3.3634 -0.09 0.21 -0.07 0.18
C -1.9319 1.1923 3.2230 0.39 -0.46 0.21 -0.12
Cl -2.8662 0.5118 4.4816 0.04 0.05 -0.14 0.13
Cl 3.8762 -1.8432 -0.7606 0.32 0.13 0.27 0.09
C 2.3939 -1.8285 -1.6050 -0.33 -0.24 -0.22 -0.09
C 1.6643 -0.6508 -1.6782 -0.12 -0.07 0.06 -0.26
C 0.4300 -0.6602 -2.3082 0.02 -0.48 -0.24 -0.10
Cl -0.5337 0.7525 -2.2547 -0.41 0.43 -0.03 0.05
C -0.0492 -1.7978 -2.9663 0.47 0.09 0.31 -0.10
Cl -1.5478 -1.7544 -3.7689 -0.20 -0.04 -0.15 0.11
C 0.7076 -2.9753 -2.9137 -0.03 0.17 0.11 -0.06
Cl 0.1271 -4.3890 -3.6684 -0.01 -0.05 -0.04 0.11
C 1.9192 -3.0034 -2.2147 0.03 0.58 0.15 -0.09
Cl 2.8065 -4.4506 -2.0674 0.07 -0.09 -0.08 0.11
```
Positions in Å, forces in eV/Å.

Record 3
This record from OMol25 describes a molecular structure, C7H7N4S at a distorted geometry. The level of theory is ωB97M-V/def2-TZVPD.

As for the total charge: +1. The multiplicity is 1. For the energy, the calculation gives -24159.014 eV. The LUMO energy comes out at -5.08 eV. Its energy relative to the best compared isomer or geometry (same formula, charge and spin) is 0.0 kcal per mole. For the frontier orbital gap, the calculation gives 7.97 eV. The HOMO energy comes out at -13.05 eV.

Geometry as XYZ:
```
19
Properties=species:S:1:pos:R:3:forces:R:3:nbo_charge:R:1
C -3.1436 -1.7046 0.5341 1.36 2.53 0.58 -0.03
C -2.7134 -0.4149 0.7394 -2.03 -1.25 0.76 -0.08
C 2.8729 1.3194 -0.8318 -0.77 -1.88 2.30 -0.04
C 1.5788 1.6354 -0.8072 -0.51 0.84 -1.93 -0.06
C -1.1788 -1.5099 -0.3632 -2.83 -1.75 1.46 0.17
C 1.7914 -0.2232 0.3028 -0.27 -1.86 0.17 0.24
C -0.8907 0.9033 0.0334 2.22 -1.01 1.41 0.24
N -2.1187 -2.3647 -0.1138 -0.48 -1.01 -0.69 -0.37
N 3.0180 0.1529 -0.0604 -2.01 1.71 -1.05 -0.46
N -1.4595 -0.3302 0.2197 0.73 3.39 -0.57 -0.45
N 0.9162 0.6285 -0.1915 -3.26 0.55 0.31 -0.38
S -1.3042 2.3681 0.3952 0.16 -0.18 -0.65 0.31
H -4.0776 -2.0132 0.9667 0.01 -0.95 -0.44 0.24
H -3.1739 0.3868 1.2749 -0.04 0.32 -0.03 0.24
H 3.6242 1.9544 -1.0375 2.75 1.53 -1.09 0.24
H 1.1418 2.4670 -1.3909 -0.06 -0.71 0.91 0.27
H -0.2753 -1.7844 -0.6856 3.23 -0.66 -1.67 0.20
H 1.5518 -1.2046 0.7651 0.23 1.14 -0.12 0.25
H 3.8405 -0.2660 0.2507 1.55 -0.78 0.35 0.45
```
Positions in Å, forces in eV/Å.

Record 4
This record from OMol25 describes 4 unconnected molecules or ions with the total composition C7H21NO3 at a distorted geometry. The level of theory is ωB97M-V/def2-TZVPD.

As for the SMILES: CCCN1CCCC1.O.O.O. As for the total charge: 0. The multiplicity is 1. For the energy, the calculation gives -15231.506 eV. The LUMO energy comes out at 0.34 eV. Its energy relative to the best compared isomer or geometry (same formula, charge and spin) is 8.7 kcal per mole. For the frontier orbital gap, the calculation gives 9.26 eV. The HOMO energy comes out at -8.91 eV.

Geometry as XYZ:
```
32
Properties=species:S:1:pos:R:3:forces:R:3:nbo_charge:R:1
C 0.6721 -2.8011 0.0593 0.95 0.56 0.33 -0.61
C 1.2094 -1.4498 -0.3834 -0.07 -0.01 -0.43 -0.42
C 0.1018 -0.3993 -0.5464 -0.86 -0.41 0.40 -0.21
N -0.7026 -0.2358 0.7180 1.45 0.21 -1.42 -0.48
C -1.7501 0.7848 0.5390 -1.22 -0.79 1.58 -0.23
C -1.2293 2.1225 1.1401 -0.35 0.95 -1.49 -0.43
C -0.0073 1.7517 1.9706 -2.01 -2.25 1.08 -0.43
C 0.1196 0.1800 1.8729 -0.32 0.44 0.19 -0.23
H 0.1813 -2.7247 1.0157 -0.04 -0.13 0.40 0.21
H 1.4503 -3.5425 0.0887 0.56 -0.25 0.36 0.21
H -0.0170 -3.1931 -0.6256 -1.26 -0.34 -1.04 0.21
H 1.7296 -1.5297 -1.3427 -0.18 -0.09 -0.11 0.22
H 2.0153 -1.1301 0.2963 -0.42 0.15 -0.03 0.19
H -0.6749 -0.6672 -1.3178 1.08 -0.08 0.52 0.21
H 0.5580 0.5128 -0.9487 -0.42 0.16 0.37 0.15
H -2.6238 0.4207 1.1755 0.83 0.58 -0.77 0.20
H -2.1195 0.7996 -0.4993 0.36 0.20 0.39 0.22
H -2.0160 2.6398 1.7245 0.43 -0.37 -0.31 0.22
H -0.9510 2.8353 0.2942 -0.28 -0.81 1.06 0.20
H -0.0811 2.0635 3.0073 -0.03 0.06 0.12 0.22
H 0.8413 2.1445 1.5828 2.65 1.49 -1.19 0.19
H 1.1928 -0.1562 1.8335 -1.24 0.25 -0.12 0.21
H -0.3548 -0.2939 2.7342 0.24 0.13 0.25 0.20
O 0.5283 0.9093 -3.3916 0.02 0.08 0.12 -0.97
H 0.9272 0.6524 -4.2158 -0.08 -0.28 -0.72 0.46
H 1.3074 1.2150 -2.8963 -0.19 0.07 0.18 0.48
O -2.5336 -2.6102 0.2903 1.06 -0.88 4.18 -0.95
H -2.6663 -2.3225 -0.5474 -0.81 1.25 -4.10 0.45
H -1.8396 -1.9993 0.6269 -0.38 -0.22 -0.08 0.49
O 2.4187 1.7663 -1.6914 0.01 0.59 0.74 -0.93
H 2.4107 2.7362 -1.6618 0.13 -0.26 -0.14 0.48
H 1.9028 1.5212 -0.9018 0.40 0.01 -0.32 0.48
```
Positions in Å, forces in eV/Å.

Record 5
This record from OMol25 describes a single C2H5N5 molecule at a distorted geometry. The level of theory is ωB97M-V/def2-TZVPD.

As for the SMILES: N/N=c1\[nH]cn[nH]1. As for the total charge: 0. The multiplicity is 1. For the energy, the calculation gives -9603.000 eV. The LUMO energy comes out at 0.97 eV. Its energy relative to the best compared isomer or geometry (same formula, charge and spin) is 69.7 kcal per mole. For the frontier orbital gap, the calculation gives 9.00 eV. The HOMO energy comes out at -8.02 eV.

Geometry as XYZ:
```
12
Properties=species:S:1:pos:R:3:forces:R:3:nbo_charge:R:1
N -2.1096 -0.2570 -0.0630 -1.84 -0.51 2.51 -0.71
N -1.3017 0.8854 0.0280 3.27 0.93 -0.16 -0.45
C -0.0503 0.4811 -0.0238 0.01 3.53 -1.06 0.53
N 0.3675 -0.7866 -0.1751 -1.62 -3.83 2.42 -0.62
C 1.7460 -0.8400 -0.0454 1.15 4.02 0.83 0.15
N 2.3007 0.3853 0.0087 -3.15 -1.67 -0.57 -0.25
N 1.1522 1.2595 -0.0877 0.04 -3.28 0.35 -0.46
H -2.7240 -0.1129 0.7927 0.45 -0.71 -1.63 0.36
H -2.7063 -0.1274 -0.8615 -0.37 -0.07 -0.30 0.36
H -0.4334 -1.4655 0.3208 2.75 1.86 -2.17 0.46
H 2.3954 -1.6498 0.1893 -0.20 -0.87 -0.34 0.22
H 1.3636 2.2279 -0.0830 -0.49 0.59 0.14 0.42
```
Positions in Å, forces in eV/Å.